# C49H34BBrF8NiO3P2S

C49H34BBrF8NiO3P2S as an isolated structure (the ωB97M-V functional and the def2-TZVPD basis, OMol25).

Gap between HOMO and LUMO (spin up / spin down)   7.9 / 7.9 eV
E_LUMO (spin up / spin down)   -0.966 / -0.971 eV
HOMO level (spin up / spin down)   -0.3252 / -0.3251 hartree

```
! RIJCOSX wB97M-V def2-TZVPD def2/J DEFGRID3
* xyz 0 1
Ni 0.7603 0.7663 -0.7883
F 6.7686 0.7072 2.7741
C 5.4775 0.7689 2.4821
C 4.5363 0.7093 3.4932
F 4.9264 0.5920 4.7582
C 3.1916 0.7735 3.1756
F 2.3285 0.7193 4.1929
C 2.7472 0.8865 1.8652
P 0.9693 0.9839 1.4372
C 0.2468 -0.3559 2.4292
C 0.9366 -1.5558 2.5841
C 0.3688 -2.5964 3.3044
C -0.8981 -2.4583 3.8508
C -1.6012 -1.2746 3.6760
C -1.0301 -0.2292 2.9700
C 0.4519 2.5509 2.1712
C 0.4178 3.6462 1.3141
C 0.1176 4.9083 1.8047
C -0.1695 5.0700 3.1495
C -0.1598 3.9733 4.0069
C 0.1558 2.7142 3.5266
C 3.7146 0.9481 0.8663
Br 3.2552 1.0943 -0.9470
C 5.0631 0.8904 1.1664
F 5.9853 0.9394 0.2115
H 1.9200 -1.6900 2.1457
H 0.9269 -3.5128 3.4415
H -1.3382 -3.2730 4.4114
H -2.5944 -1.1618 4.0908
H -1.5680 0.7017 2.8693
H 0.6327 3.5240 0.2643
H 0.1119 5.7456 1.1195
H -0.4056 6.0524 3.5392
H -0.3901 4.1025 5.0567
H 0.1640 1.8689 4.2009
O 0.8770 0.7356 -4.6017
C 0.1432 0.6555 -3.6492
O 0.4789 0.1475 -2.4890
C -1.3216 0.9831 -3.7474
C -1.8883 1.1340 -5.0087
C -3.2551 1.2813 -5.1495
C -4.0699 1.2947 -4.0227
C -3.5080 1.1938 -2.7630
C -2.1300 1.0326 -2.6151
P -1.4660 1.0114 -0.9138
C -2.3465 -0.3566 -0.0958
C -1.6543 -1.5584 0.0444
C -2.2824 -2.6842 0.5521
C -3.6083 -2.6131 0.9516
C -4.2964 -1.4115 0.8538
C -3.6728 -0.2895 0.3298
C -2.1795 2.5567 -0.2676
C -2.7000 2.6704 1.0214
C -3.1935 3.8807 1.4776
C -3.1470 4.9988 0.6556
C -2.6031 4.9019 -0.6155
C -2.1199 3.6880 -1.0785
H -1.2235 1.1156 -5.8620
H -3.6918 1.3785 -6.1349
H -5.1424 1.3977 -4.1244
H -4.1495 1.2566 -1.8938
H -0.6080 -1.6052 -0.2383
H -1.7362 -3.6142 0.6448
H -4.1062 -3.4918 1.3410
H -5.3254 -1.3464 1.1833
H -4.2242 0.6386 0.2617
H -2.7414 1.8095 1.6721
H -3.6070 3.9508 2.4755
H -3.5231 5.9490 1.0130
H -2.5374 5.7730 -1.2531
H -1.6679 3.6363 -2.0594
F 0.3606 5.1650 -1.7153
B 1.3393 4.2086 -2.0110
F 0.7006 2.8927 -1.8369
F 1.7956 4.2994 -3.3019
F 2.3746 4.2714 -1.0706
O 3.2528 -1.7969 -2.3447
S 1.9896 -2.1628 -1.6553
C 1.1098 -3.2911 -2.7288
C -0.2512 -3.1409 -2.9279
C -0.9073 -4.0062 -3.7966
C -0.1961 -4.9943 -4.4569
C 1.1771 -5.1200 -4.2650
C 1.8373 -4.2653 -3.4016
C 2.4801 -3.3532 -0.3984
C 3.8168 -3.3853 -0.0368
C 4.2209 -4.2242 0.9961
C 3.2952 -5.0240 1.6491
C 1.9573 -4.9921 1.2693
C 1.5449 -4.1485 0.2517
H -0.7912 -2.3416 -2.4389
H -1.9700 -3.8913 -3.9663
H -0.7074 -5.6637 -5.1365
H 1.7314 -5.8808 -4.7987
H 2.9082 -4.3296 -3.2540
H 4.5196 -2.7652 -0.5793
H 5.2640 -4.2571 1.2837
H 3.6137 -5.6761 2.4522
H 1.2365 -5.6297 1.7659
H 0.5049 -4.1274 -0.0548
*
```

These are the Löwdin partial charges, in e, on atoms 1 to 8:
1 Ni 0.0231
2 F 0.1505
3 C -0.1263
4 C -0.1290
5 F 0.1402
6 C -0.2016
7 F 0.1120
8 C -0.2671



# H4NOP2

An isolated ion of composition H4NOP2 and charge -1 (the ωB97M-V functional and the def2-TZVPD basis, OMol25).

Gap between HOMO and LUMO   7.7 eV
E_LUMO   4.860 eV
HOMO level   -0.1049 hartree

```
! RIJCOSX wB97M-V def2-TZVPD def2/J DEFGRID3
* xyz -1 1
N 0.3582 0.1114 -0.6787
O 0.5370 1.6492 -0.5575
P 1.3006 -0.6232 0.5222
P -0.8404 0.9378 0.2590
H 0.0757 -1.2090 1.0722
H 1.7230 -1.7056 -0.1113
H -1.6826 -0.4367 0.3156
H -1.4715 1.2761 -0.8214
*
```

Per-atom Löwdin charges, elementary charge units:
1 N -0.6708
2 O -0.6326
3 P 0.5855
4 P 0.3947
5 H -0.1528
6 H -0.2113
7 H -0.1480
8 H -0.1646



# C43H101Br2N12O13P2

A 10-piece molecular cluster, C43H101Br2N12O13P2 overall (the ωB97M-V functional and the def2-TZVPD basis, OMol25).

Gap between HOMO and LUMO   5.4 eV
E_LUMO   1.155 eV
HOMO level   -0.1547 hartree

```
! RIJCOSX wB97M-V def2-TZVPD def2/J DEFGRID3
* xyz -1 1
C -4.0194 -3.6640 3.8846
C -3.1418 -4.3724 2.7535
O -2.5875 -5.4822 2.9573
O -2.8896 -3.7792 1.4598
C -1.6294 -3.0325 1.6874
C -1.3842 -1.8907 0.5934
C -1.8275 -0.4149 1.0849
C -0.5551 0.5324 1.4345
C -0.0789 0.1011 2.9298
C 1.4441 0.5624 3.2178
P 1.9204 0.5743 5.0876
C 1.6002 -1.3192 5.1594
N 0.3151 -1.6857 5.8684
C 1.9019 2.4880 5.2735
C 1.0175 3.4033 4.3574
C -0.5748 3.2625 4.3760
C -1.2532 2.8326 5.7572
N -1.5423 4.0684 6.5917
C 3.7788 0.4489 4.6784
Br 4.4784 1.8386 3.3587
C 4.4333 -0.8723 4.1234
C 5.8987 -1.0000 4.8367
Br 4.9310 -0.7035 2.1610
P 2.2899 0.5941 7.3114
N 2.9387 -0.7346 7.9003
O 3.3778 1.8709 7.8098
O 0.8273 0.8768 8.2124
H -3.9248 -4.2390 4.8668
H -5.1117 -3.6126 3.5387
H -3.6171 -2.6088 4.0621
H -0.7421 -3.7522 1.7878
H -1.7902 -2.4902 2.6938
H -0.2593 -1.9039 0.3521
H -1.9242 -2.1934 -0.3800
H -2.4280 -0.5334 2.0581
H -2.4603 0.0169 0.2298
H 0.2505 0.3215 0.6508
H -0.8651 1.6404 1.4015
H -0.1823 -1.0508 2.9414
H -0.8369 0.4911 3.6821
H 1.7162 1.4682 2.6078
H 2.0765 -0.2820 2.7320
H 0.4887 0.6698 5.3638
H 1.4818 -1.8281 4.1282
H 2.4076 -1.9317 5.6742
H -0.4936 -1.2581 5.4083
H 0.3704 -1.4829 6.8711
H 1.4152 2.6563 6.3220
H 2.9408 2.9605 5.4536
H 1.3270 3.4998 3.2481
H 1.2109 4.4799 4.7422
H -0.9905 2.6678 3.4766
H -0.9820 4.3298 4.1733
H -0.6536 2.1406 6.4219
H -2.2927 2.4013 5.5012
H -0.6084 4.3980 6.8680
H -2.0483 4.7639 6.0303
H 4.3470 0.7434 5.6444
H 3.9914 -1.8921 4.2092
H 5.7700 -1.0567 5.9778
H 6.4636 -1.9324 4.5019
H 6.5723 -0.1069 4.5573
H 3.8465 -0.5745 8.3587
H 3.4250 1.8804 8.7888
H 0.8781 1.7573 8.6496
C -3.4963 -4.4467 -4.5260
C -2.8887 -4.3876 -3.1513
O -1.6819 -4.2579 -2.9819
N -3.7191 -4.4824 -2.0782
C -5.1565 -4.6375 -2.0690
H -2.7087 -4.3573 -5.2734
H -4.0037 -5.4038 -4.6713
H -4.1950 -3.6230 -4.6634
H -3.2361 -4.4343 -1.1897
H -5.5893 -3.7922 -1.5289
H -5.3987 -5.5604 -1.5372
H -5.5731 -4.6777 -3.0734
C 0.8780 2.5871 -2.2732
C -0.3784 1.7701 -2.1364
O -0.7610 1.3443 -1.0535
N -1.0965 1.5075 -3.2618
C -0.8157 1.9160 -4.6235
H 1.3368 2.7100 -1.2916
H 1.5896 2.0763 -2.9256
H 0.6419 3.5765 -2.6707
H -1.9239 0.9550 -3.0887
H -1.6602 2.5061 -4.9863
H -0.7199 1.0164 -5.2368
H 0.0962 2.5047 -4.6975
C -6.3932 -1.7467 -6.6782
C -5.1347 -2.3164 -7.2758
O -4.1974 -2.6922 -6.5844
N -5.0525 -2.4103 -8.6302
C -6.0352 -2.0292 -9.6209
H -6.3047 -1.7382 -5.5916
H -6.5410 -0.7203 -7.0206
H -7.2519 -2.3644 -6.9500
H -4.1776 -2.8016 -8.9511
H -6.2879 -2.9157 -10.2070
H -5.5841 -1.2826 -10.2781
H -6.9384 -1.6205 -9.1729
C 4.6203 6.7303 3.0991
C 4.3029 6.0063 4.3798
O 3.2273 5.4598 4.5663
N 5.2587 5.9695 5.3495
C 6.5841 6.5477 5.3252
H 3.7622 6.6706 2.4294
H 4.8267 7.7835 3.3034
H 5.4765 6.2647 2.6059
H 4.9706 5.4655 6.1766
H 7.3116 5.7446 5.4643
H 6.6676 7.2511 6.1573
H 6.7907 7.0657 4.3911
C 0.1386 9.2063 8.6702
C -0.5558 7.9914 8.1153
O -1.0338 7.9750 6.9895
N -0.6437 6.8880 8.9068
C -0.1478 6.7087 10.2537
H 0.1275 10.0004 7.9233
H -0.3822 9.5631 9.5616
H 1.1781 8.9699 8.9076
H -1.1231 6.1135 8.4650
H 0.5553 5.8727 10.2520
H -0.9925 6.4609 10.9004
H 0.3493 7.5995 10.6321
C 9.0856 -5.7931 2.4704
C 9.2309 -4.3057 2.6506
O 10.3048 -3.7873 2.9328
N 8.1246 -3.5323 2.4908
C 6.7780 -3.9486 2.1601
H 10.0522 -6.2717 2.6298
H 8.3777 -6.1929 3.1995
H 8.7519 -6.0182 1.4552
H 8.3009 -2.5465 2.6275
H 6.4853 -3.4511 1.2338
H 6.1139 -3.6247 2.9634
H 6.6979 -5.0267 2.0347
C -4.5049 -4.4330 -13.0718
C -3.3044 -3.7131 -12.5181
O -3.0360 -2.5604 -12.8324
N -2.5042 -4.3797 -11.6420
C -2.6457 -5.7330 -11.1462
H -5.0398 -3.7709 -13.7530
H -4.1893 -5.3185 -13.6275
H -5.1814 -4.7149 -12.2618
H -1.7210 -3.8300 -11.3163
H -2.7297 -5.6930 -10.0582
H -1.7462 -6.2917 -11.4126
H -3.5189 -6.2339 -11.5590
C 2.9402 -4.9786 -6.9021
C 1.4400 -5.0954 -6.9322
O 0.8180 -5.2230 -7.9827
N 0.7730 -5.0562 -5.7498
C 1.3155 -4.9129 -4.4142
H 3.3261 -5.0267 -7.9207
H 3.2342 -4.0215 -6.4662
H 3.3703 -5.8035 -6.3304
H -0.2286 -5.1403 -5.8518
H 1.0170 -5.7851 -3.8295
H 0.8817 -4.0180 -3.9650
H 2.4005 -4.8303 -4.4146
C -4.6959 5.3067 -5.6813
C -3.9327 4.2023 -6.3609
O -2.8135 3.8663 -5.9967
N -4.5217 3.5689 -7.4116
C -5.8250 3.8137 -7.9908
H -4.0956 5.7111 -4.8662
H -4.9035 6.1115 -6.3897
H -5.6277 4.9186 -5.2644
H -3.9476 2.8412 -7.8136
H -6.4080 2.8921 -7.9262
H -5.6895 4.0756 -9.0425
H -6.3573 4.6152 -7.4836
*
```

These are the Löwdin partial charges, in e, on atoms 1 to 8:
1 C 0.0010
2 C -0.4150
3 O 0.0514
4 O -0.1096
5 C -0.1808
6 C -0.1502
7 C -0.1991
8 C -0.2146



# C46H58F5N9O6P2ReTe

C46H58F5N9O6P2ReTe as an isolated structure (the ωB97M-V functional and the def2-TZVPD basis, OMol25).

Gap between HOMO and LUMO (spin up / spin down)   6.0 / 5.3 eV
E_LUMO (spin up / spin down)   -6.736 / -7.455 eV
Expectation value of S²   3.809
HOMO level (spin up / spin down)   -0.4672 / -0.4672 hartree

```
! RIJCOSX wB97M-V def2-TZVPD def2/J DEFGRID3
* xyz 2 4
Re -0.2884 -0.1089 -0.2981
N 2.5855 -0.3512 0.3193
C 3.0162 0.9977 0.5932
C 2.0418 2.0310 -0.0311
O 2.3755 3.1935 -0.1038
O 0.9293 1.5745 -0.4542
H 2.7978 -0.9898 1.0756
H 2.9895 -0.7010 -0.5424
H 4.0102 1.2365 0.2005
H 3.0084 1.1768 1.6703
O -0.0643 0.6092 2.0761
P 0.4993 1.5150 3.1048
N -0.6356 1.6218 4.3307
C -0.5670 2.5701 5.4266
C -1.9409 2.4600 6.0798
C -2.2448 0.9705 5.9210
C -1.7090 0.6594 4.5249
N 1.9393 0.9271 3.7269
C 2.8737 1.6211 4.6111
C 3.5416 0.5228 5.4408
C 3.3741 -0.7214 4.5726
C 1.9796 -0.5088 4.0033
N 0.7799 3.0751 2.6152
C 1.8071 4.0598 2.9446
C 1.2103 5.4033 2.5212
C 0.2588 5.0166 1.3962
C -0.3323 3.7145 1.9170
H -0.3355 3.5692 5.0523
H 0.2095 2.2758 6.1447
H -2.6698 3.0604 5.5351
H -1.9275 2.7856 7.1156
H -3.3016 0.7391 6.0136
H -1.6984 0.3991 6.6709
H -2.4802 0.8163 3.7609
H -1.3387 -0.3645 4.4241
H 2.3678 2.3496 5.2482
H 3.6128 2.1482 3.9988
H 3.0183 0.3871 6.3870
H 4.5813 0.7554 5.6513
H 3.4531 -1.6451 5.1388
H 4.1174 -0.7313 3.7749
H 1.2267 -0.7879 4.7507
H 1.7733 -1.0640 3.0913
H 2.7112 3.8490 2.3629
H 2.0593 4.0601 4.0052
H 1.9799 6.0947 2.1914
H 0.6579 5.8598 3.3441
H 0.8368 4.8261 0.4932
H -0.4982 5.7747 1.2098
H -0.6824 3.0525 1.1280
H -1.1671 3.9113 2.6059
C -1.3118 3.4744 -1.6763
C -2.2061 2.6630 -0.8156
N -1.8948 1.5720 -0.1366
C -2.9596 1.2918 0.6726
C -3.9336 2.2162 0.4697
N -3.4522 3.0755 -0.4812
C -4.2162 4.1374 -1.0863
N -5.3672 3.6173 -1.7611
N -6.5921 4.0897 -1.4635
N -7.4585 3.5666 -2.2008
C -6.8707 2.6832 -3.0561
C -7.3946 1.8658 -4.0555
C -6.5055 1.0574 -4.7234
C -5.1405 1.0374 -4.4064
C -4.5991 1.8491 -3.4319
C -5.4800 2.6933 -2.7683
H -0.2842 3.1260 -1.5686
H -1.3494 4.5136 -1.3485
H -1.5978 3.4332 -2.7302
H -2.9399 0.4696 1.3617
H -4.9041 2.3378 0.9052
H -3.5751 4.6809 -1.7881
H -4.5929 4.8242 -0.3182
H -8.4497 1.8767 -4.2760
H -6.8670 0.4220 -5.5155
H -4.4984 0.3554 -4.9424
H -3.5447 1.8060 -3.1968
C -1.6071 -3.7861 -2.2392
O -1.9769 -2.4045 -2.1512
P -2.1310 -1.5310 -0.8320
O -2.6438 -2.6470 0.1905
C -2.8764 -2.3487 1.5664
O -3.4151 -0.6617 -1.2279
C -4.6504 -1.3441 -1.4960
H -2.4363 -4.3230 -2.6973
H -1.4143 -4.2000 -1.2533
H -0.7280 -3.8717 -2.8761
H -2.7843 -3.2920 2.1037
H -3.8782 -1.9366 1.7014
H -2.1342 -1.6386 1.9375
H -5.4428 -0.6097 -1.3777
H -4.8029 -2.1662 -0.7968
H -4.6548 -1.7399 -2.5095
F 1.1173 -2.0474 -2.4877
C 1.1895 -2.6923 -1.2900
C 0.6035 -2.0580 -0.1997
C 0.6619 -2.8100 0.9749
F 0.0761 -2.2999 2.0801
C 1.2948 -4.0441 1.0812
F 1.3293 -4.6829 2.2489
C 1.9074 -4.6060 -0.0392
F 2.5328 -5.7712 0.0437
C 1.8398 -3.9192 -1.2485
F 2.3898 -4.4236 -2.3520
Te -0.0907 0.5915 -2.9173
C -0.0139 -0.3295 -4.8615
C -0.7683 0.4197 -5.7626
C -0.6431 0.1977 -7.1223
C 0.2151 -0.7874 -7.5839
C 0.9502 -1.5399 -6.6840
C 0.8478 -1.3099 -5.3215
C 1.9099 1.3128 -3.1657
C 3.0141 0.4873 -3.0177
C 4.2900 1.0143 -3.1307
C 4.4707 2.3588 -3.4078
C 3.3663 3.1732 -3.5955
C 2.0867 2.6558 -3.4707
H -1.4454 1.1874 -5.4014
H -1.2063 0.7977 -7.8205
H 0.3160 -0.9691 -8.6422
H 1.6242 -2.3062 -7.0356
H 1.4458 -1.8969 -4.6462
H 2.8893 -0.5679 -2.8246
H 5.1433 0.3653 -3.0005
H 5.4651 2.7716 -3.4672
H 3.4915 4.2205 -3.8213
H 1.2283 3.2996 -3.6122
*
```

These are the Löwdin partial charges, in e, on atoms 1 to 8:
1 Re 1.3596
2 N 0.0408
3 C -0.1341
4 C -0.6241
5 O 0.0899
6 O -0.3258
7 H 0.0868
8 H 0.0769



# C20H46O2P4Tc

C20H46O2P4Tc as an isolated structure (the ωB97M-V functional and the def2-TZVPD basis, OMol25).

Gap between HOMO and LUMO (spin up / spin down)   6.6 / 3.9 eV
E_LUMO (spin up / spin down)   -13.687 / -16.345 eV
Expectation value of S²   3.785
HOMO level (spin up / spin down)   -0.7465 / -0.7455 hartree

```
! RIJCOSX wB97M-V def2-TZVPD def2/J DEFGRID3
* xyz 4 4
Tc 0.0834 -0.4186 0.8979
P 0.6081 -2.3515 -0.2620
P 1.8827 0.8005 0.4425
P -1.7910 0.8940 0.5332
H 2.2249 4.2565 -1.5223
C 1.2168 4.2464 -1.9488
C 0.1248 4.5528 -1.2301
H 0.1796 4.7855 -0.1617
C 1.8624 -2.3689 -1.5818
C 1.1129 -3.7369 0.8096
C -0.8851 -3.0039 -1.0778
C 1.8173 2.4887 1.1147
C 3.4455 0.1361 1.1156
C 2.3304 1.0744 -1.3037
C -1.9124 2.0756 1.9240
C -3.2578 -0.1961 0.6533
C -2.1844 1.9146 -0.9128
H 1.1432 4.0589 -3.0255
H -0.8511 4.6925 -1.7095
H 1.9719 -3.3947 -1.9605
H 2.8292 -2.0222 -1.1967
H 1.5429 -1.7124 -2.4010
H 1.0374 -4.6738 0.2422
H 0.4636 -3.7880 1.6917
H 2.1488 -3.5857 1.1347
H -0.6942 -4.0271 -1.4271
H -1.1288 -2.3371 -1.9175
H -1.7164 -3.0044 -0.3622
H 2.8354 2.7588 1.4225
H 1.1616 2.5075 1.9937
H 1.4508 3.1980 0.3606
H 3.9963 -0.4120 0.3419
H 3.2214 -0.5341 1.9534
H 4.0505 0.9779 1.4730
H 2.4597 2.1443 -1.4919
H 1.5162 0.7113 -1.9430
H 3.2520 0.5317 -1.5384
H -2.9409 2.4508 2.0015
H -1.2326 2.9189 1.7456
H -1.6289 1.5854 2.8650
H -4.1711 0.4040 0.7482
H -3.1655 -0.8759 1.5095
H -3.3134 -0.7981 -0.2624
H -3.1805 2.3706 -0.8057
H -2.1662 1.2659 -1.7968
H -1.4364 2.7057 -1.0264
C -0.2856 0.1167 -3.6132
C 0.3701 -0.7644 -4.5545
C 0.9420 -0.2562 -5.7077
C 0.8034 1.1012 -6.0376
C 0.1161 1.9707 -5.1773
C -0.4243 1.5050 -3.9935
O -0.6561 -0.3015 -2.4649
H 0.7619 -0.1117 2.3406
H 0.4331 -1.8180 -4.2802
H 1.5100 -0.9248 -6.3593
H 1.2332 1.4846 -6.9658
H -0.0005 3.0283 -5.4258
H -0.9449 2.1613 -3.2976
C -2.9516 -2.0934 4.2411
P -1.2133 -1.8127 3.8933
C -0.6970 -0.3677 4.8208
C -0.2838 -3.2430 4.4343
O -1.0491 -1.6335 2.3739
H -3.5616 -1.2756 3.8317
H -3.0975 -2.1425 5.3290
H -3.2603 -3.0466 3.7911
H -0.7892 -0.5898 5.8937
H 0.3503 -0.1284 4.5892
H -1.3314 0.4962 4.5785
H -0.7538 -4.1554 4.0433
H 0.7520 -3.1828 4.0773
H -0.2851 -3.2816 5.5309
*
```

These are the Löwdin partial charges, in e, on atoms 1 to 8:
1 Tc 0.7134
2 P 0.7599
3 P 0.6549
4 P 0.7723
5 H 0.0728
6 C -0.0670
7 C -0.0684
8 H 0.0690